The following is a DFT calculation (ωB97M-V/def2-TZVPD) of C18H19HfN7OS2 as an isolated structure.

```
48
Properties=species:S:1:pos:R:3:mulliken_charge:R:1
Hf -1.611 1.402 0.563 0.948
O -0.568 -0.244 0.186 -0.708
C 0.592 -0.591 0.783 0.741
C 1.595 -1.182 0.021 -0.639
C 2.786 -1.561 0.612 -0.495
C 2.999 -1.354 1.974 -0.845
C 2.008 -0.777 2.737 -1.124
C 0.787 -0.391 2.166 0.750
C -0.261 0.179 3.019 0.553
N -1.256 1.006 2.649 0.381
C -2.005 1.299 3.785 -0.364
C -1.458 0.652 4.834 -0.700
N -0.374 -0.042 4.334 -0.038
H 1.409 -1.357 -1.031 0.527
H 3.556 -2.023 0.010 0.444
H 3.935 -1.641 2.431 0.437
H 2.191 -0.597 3.790 0.467
H -2.867 1.943 3.748 0.508
H -1.735 0.616 5.873 0.449
H 0.220 -0.660 4.865 0.232
C -1.560 6.785 1.027 -1.094
C -0.684 5.695 1.651 -0.410
C -0.254 4.684 0.642 0.393
N -0.623 3.453 0.621 -0.326
N -0.119 2.705 -0.433 -0.312
C 0.660 3.422 -1.224 0.491
N 1.275 2.938 -2.293 -0.367
S 0.765 5.070 -0.715 -0.104
H -1.869 7.485 1.800 0.353
H -2.454 6.360 0.572 0.314
H -1.018 7.350 0.268 0.380
H -1.220 5.157 2.433 0.245
H 0.207 6.133 2.106 0.342
H 1.164 1.969 -2.546 0.220
H 1.837 3.521 -2.892 0.219
C -2.668 -2.334 0.677 -1.095
C -3.711 -1.324 0.339 1.120
C -5.012 -1.684 0.039 -0.891
C -5.927 -0.684 -0.246 -0.105
N -5.616 0.613 -0.236 -0.522
C -4.370 0.892 0.060 0.560
S -3.781 2.537 0.141 -0.429
N -3.397 -0.006 0.335 -0.207
H -3.120 -3.303 0.869 0.469
H -2.096 -2.023 1.550 0.132
H -1.970 -2.433 -0.156 0.237
H -5.305 -2.723 0.040 0.433
H -6.955 -0.926 -0.490 0.432
```

## Properties
* LUMO energy: -0.23139 Eh
* largest force on an atom: 0.60 eV Å⁻¹
* energy: -1999.942053 hartree
* highest occupied orbital energy: -14.25 eV
* net charge: +2

---

The following is a DFT calculation (ωB97M-V/def2-TZVPD) of an isolated ion of composition C6H5O2 and charge -1 at a distorted geometry.

```
13
Properties=species:S:1:pos:R:3:mulliken_charge:R:1
C -0.054 1.049 0.144 0.498
C -0.055 2.417 0.083 -1.074
C 1.983 -0.426 0.119 0.336
C -1.402 1.774 0.043 -0.572
C 0.521 -0.127 -0.064 0.968
C -0.302 -1.550 -0.212 -1.126
O 2.325 -0.623 1.295 -0.683
O 2.618 -0.585 -0.906 -0.671
H -2.297 1.838 -0.726 0.205
H -1.888 1.882 1.003 0.195
H 0.277 -2.298 0.350 0.328
H -0.353 -1.967 -1.243 0.272
H -1.373 -1.385 0.114 0.323
```

## Properties
* relative energy (zero: lowest compared OMol25 entry of this formula, charge and spin): 4.2445 eV
* LUMO energy: 0.10932 Eh
* largest force on an atom: 3.47 eV Å⁻¹
* energy: -381.970406 hartree
* highest occupied orbital energy: -4.18 eV
* net charge: -1

---

The following is a DFT calculation (ωB97M-V/def2-TZVPD) of C40H54CsN7O4SSi3 as an isolated structure at a distorted geometry.

```
110
Properties=species:S:1:pos:R:3:mulliken_charge:R:1
Cs -1.440 0.892 -1.149 0.996
C -5.770 2.540 0.321 -1.329
C -4.775 2.229 -0.804 0.747
O -3.556 2.348 -0.512 -0.664
C -5.323 1.885 -2.039 -0.946
C -4.624 1.620 -3.273 0.445
C -5.452 1.747 -4.538 -1.225
N -3.370 1.298 -3.335 0.336
N -2.889 1.190 -4.648 -0.398
C -1.669 0.714 -4.706 -0.403
O -0.905 0.328 -3.767 -0.476
C -1.106 0.663 -6.112 0.253
C 0.189 0.185 -6.298 -0.212
C 0.757 0.135 -7.565 -0.711
C 0.036 0.562 -8.671 -0.265
C -1.260 1.039 -8.496 -0.651
C -1.824 1.088 -7.230 -0.264
H -5.287 2.340 1.278 0.273
H -6.686 1.950 0.238 0.365
H -6.046 3.599 0.295 0.282
H -6.405 1.909 -2.106 0.062
H -6.498 1.939 -4.294 0.354
H -5.370 0.847 -5.149 0.276
H -5.070 2.566 -5.151 0.214
H 0.728 -0.141 -5.417 0.427
H 1.767 -0.240 -7.689 0.377
H 0.476 0.524 -9.662 0.346
H -1.833 1.373 -9.354 0.357
H -2.829 1.457 -7.071 0.444
N 2.586 4.587 0.941 -0.203
C 3.331 3.983 1.976 0.062
C 4.679 4.270 2.133 -0.647
C 5.395 3.711 3.183 -0.548
C 4.771 2.840 4.061 -0.678
C 3.432 2.520 3.878 -0.448
C 2.704 3.102 2.852 0.670
S 0.998 2.731 2.616 -0.102
N 0.772 3.060 0.977 -0.140
C 1.499 3.906 0.378 0.484
C 1.153 4.291 -1.027 0.175
C 1.508 5.531 -1.549 -0.693
C 1.120 5.836 -2.847 -0.580
C 0.395 4.907 -3.568 -0.724
C 0.074 3.700 -2.954 -0.024
N 0.449 3.403 -1.717 0.055
H 3.172 5.034 0.253 0.191
H 5.164 4.943 1.434 0.344
H 6.444 3.951 3.303 0.352
H 5.325 2.389 4.873 0.375
H 2.941 1.811 4.532 0.345
H 2.032 6.267 -0.952 0.526
H 1.374 6.797 -3.278 0.395
H 0.068 5.101 -4.580 0.469
H -0.509 2.945 -3.473 0.135
C 1.623 -0.834 -2.127 -0.928
O 1.304 -1.215 -0.806 0.234
Si 1.486 -2.815 -0.306 -0.274
C 3.199 -3.360 -0.937 -1.253
C 0.306 -3.827 -1.384 -1.183
C 1.250 -2.983 1.457 1.375
Si 2.446 -2.148 2.511 -0.419
C 1.751 -1.305 4.070 -0.505
C 3.395 -0.753 1.654 -0.628
C 3.798 -3.289 3.230 -1.186
Si 0.191 -4.283 2.084 -0.178
C -0.116 -4.172 3.961 -0.532
C 0.837 -6.063 1.856 -1.175
C -1.574 -4.349 1.380 -0.945
H 2.700 -0.922 -2.322 0.313
H 1.325 0.202 -2.291 0.163
H 1.079 -1.426 -2.870 0.217
H 3.305 -3.257 -2.022 0.327
H 3.333 -4.416 -0.684 0.285
H 4.011 -2.804 -0.461 0.330
H 0.573 -3.713 -2.439 0.406
H -0.729 -3.503 -1.268 0.280
H 0.359 -4.893 -1.145 0.329
H 0.939 -0.618 3.814 -0.092
H 2.545 -0.732 4.559 0.314
H 1.377 -2.028 4.797 0.349
H 2.701 0.019 1.310 -0.029
H 3.949 -1.098 0.778 0.248
H 4.110 -0.301 2.350 0.287
H 3.348 -4.096 3.819 0.314
H 4.496 -2.746 3.878 0.285
H 4.369 -3.755 2.422 0.288
H 0.804 -4.253 4.547 0.455
H -0.801 -4.966 4.279 0.462
H -0.578 -3.204 4.168 -0.607
H 1.797 -6.181 2.369 0.298
H 1.005 -6.281 0.797 0.283
H 0.140 -6.811 2.251 0.304
H -1.977 -3.341 1.256 0.079
H -2.233 -4.900 2.061 0.356
H -1.611 -4.844 0.408 0.444
N -1.140 -1.497 6.515 -0.404
C -1.545 -0.363 5.856 0.055
O -1.364 0.750 6.313 -0.668
C -2.225 -0.591 4.545 0.586
C -2.990 -1.720 4.281 -0.068
C -3.597 -1.838 3.043 -0.637
C -3.399 -0.829 2.111 -0.256
N -2.651 0.246 2.341 -0.166
C -2.089 0.360 3.538 -0.787
H -0.508 -1.315 7.279 0.299
H -0.917 -2.308 5.957 0.262
H -3.118 -2.487 5.036 0.476
H -4.199 -2.700 2.793 0.378
H -3.854 -0.887 1.128 0.512
H -1.481 1.241 3.716 0.524
```

## Properties
* relative energy (zero: lowest compared OMol25 entry of this formula, charge and spin): 0.1881 eV
* LUMO energy: 0.12804 Eh
* largest force on an atom: 1.13 eV Å⁻¹
* energy: -3527.891833 hartree
* highest occupied orbital energy: -0.97 eV
* net charge: -2

---

Gap between HOMO and LUMO values (in hartree) by entry order: 0.2922 0.2630 0.1637.